1.
DFT (ωB97M-V/def2-TZVPD) results for 2 unconnected molecules or ions with the total composition C3H4N4O at a distorted geometry.

Geometry as XYZ:
```
12
Properties=species:S:1:pos:R:3:forces:R:3
C 0.59690 -0.23607 0.71592 -1.34 3.00 2.23
C 0.83806 0.38715 1.89438 -3.99 2.75 -1.52
C -0.55231 0.02416 -1.37153 -1.51 2.25 -2.71
H 0.36094 -2.41839 0.06684 2.77 3.59 1.09
H 1.35288 0.08290 2.78613 0.10 0.34 -0.09
H 0.07781 -0.80520 -1.90398 -0.88 1.19 2.11
H -1.22768 0.14528 -3.02129 -0.65 1.32 0.28
N -0.14821 1.41585 1.78835 0.06 1.17 2.81
N -0.90564 1.46453 0.78238 2.53 -1.51 -0.41
N -0.33886 0.41347 -0.03712 0.30 -1.61 -0.88
N -1.33808 0.74536 -2.16697 2.27 -3.46 1.20
O 1.28418 -1.21904 0.46688 0.34 -9.03 -4.12
```
Positions in Å, forces in eV/Å.

Calculated values
HOMO in eV: -9.5
E_LUMO in eV: -2.2371
Frontier orbital gap in eV: 7.268

2.
DFT (ωB97M-V/def2-TZVPD) results for 9 unconnected molecules or ions with the total composition C4H20O12 at a distorted geometry.

Geometry as XYZ:
```
36
Properties=species:S:1:pos:R:3:forces:R:3
O 1.43058 0.79448 -2.30930 -2.13 1.96 3.30
C 1.28197 1.14216 -1.01382 -0.08 -0.22 -6.26
O 2.03088 0.66455 -0.19846 0.86 -0.22 3.80
C 0.36145 2.32841 -0.68732 1.92 2.90 -0.28
C -1.04487 2.33742 -1.19396 0.29 -4.26 -0.17
C -1.62688 1.24192 -0.25975 -0.95 2.73 0.86
O -1.96093 1.70323 0.89012 -0.04 -0.71 -0.64
O -1.72896 0.08735 -0.64304 0.21 -1.51 -0.57
H 0.27852 2.60116 0.38331 0.58 -0.40 -0.58
H 0.97099 3.19964 -1.16011 -0.88 -1.17 0.65
H -1.10520 1.86900 -2.17945 -0.17 1.05 0.00
H -1.64034 3.17365 -1.03724 -0.56 1.84 0.02
H 3.00544 -0.71921 1.39393 -0.68 -1.26 1.21
H 1.78898 -1.14942 2.25249 0.14 0.12 0.12
O 2.73794 -1.33978 2.14216 0.66 1.15 -1.28
H -0.62770 1.71203 1.87426 -0.45 0.12 0.48
H 0.81807 1.52555 1.95569 3.00 -0.87 -1.80
O 0.12250 1.70192 2.51428 -2.42 1.02 1.95
H 0.40469 -3.11121 -0.20857 0.04 -0.41 -0.18
H 1.23797 -3.00820 1.07691 0.34 -2.30 -3.65
O 1.18490 -3.57519 0.13828 0.03 2.35 3.92
H -0.61046 0.77634 -3.14416 0.05 -1.73 -1.15
H -0.76587 -0.58932 -2.60452 -0.50 0.80 -1.94
O -0.95707 -0.10808 -3.48003 0.58 0.37 2.28
H -0.18509 -0.43086 3.34758 -1.32 2.82 2.00
H -0.44953 -0.87177 1.84467 0.78 0.34 1.52
O 0.07688 -0.98165 2.68188 0.48 -3.54 -3.77
H 3.07192 -0.16222 -1.13853 -1.14 0.97 0.74
H 2.73831 -0.95958 -2.40741 -0.61 0.53 0.02
O 3.39742 -0.80366 -1.74134 2.81 -2.36 -1.12
H -3.43315 -0.12236 0.78232 0.50 1.04 -0.61
H -2.33658 -1.00699 1.37594 -0.01 0.46 -0.29
O -3.28344 -0.87883 1.32019 -1.06 -1.89 1.39
H -2.32998 -2.77174 0.17841 3.97 0.61 -1.16
H -1.53345 -1.71345 -0.57633 0.24 1.07 -0.32
O -1.31990 -2.55529 -0.16912 -4.47 -1.40 1.51
```
Positions in Å, forces in eV/Å.

Calculated values
HOMO in eV: -2.3
E_LUMO in eV: 5.4655
Charge: -2
Frontier orbital gap in eV: 7.742